Record 1
The following is a quantum chemistry calculation of a cluster of 3 separate species, C4H15N2O2 in total in a non-equilibrium geometry, from OMol25.

Computed properties:
charge: 0
Kohn-Sham gap (spin up / spin down): 3.408 / 8.906 eV
spin multiplicity: 2
relative energy (zero: lowest compared OMol25 entry of this formula, charge and spin): 172.5 kJ/mol

Geometry (Å):
1 C 1.84805 1.92468 -0.21005
2 C 1.09919 1.05528 0.79798
3 C -0.13147 0.41317 0.20250
4 C -1.30268 1.05408 0.09104
5 N -2.29043 0.63939 -0.93471
6 N 0.16588 -0.80059 -0.41315
7 H 1.11919 2.39557 -0.88034
8 H 2.68161 1.53039 -0.79086
9 H 2.29690 2.77634 0.30997
10 H 0.71672 1.78258 1.51791
11 H 1.66076 0.30029 1.35163
12 H -1.38639 2.12787 0.46076
13 H -3.04236 1.32733 -1.02258
14 H -1.89488 0.58638 -1.91650
15 H -2.69245 -0.26140 -0.59707
16 H -0.17120 -0.78053 -1.37402
17 H 1.12093 -1.13335 -0.32438
18 H -3.23350 -2.35435 0.13620
19 H -1.88370 -2.20363 0.99785
20 O -2.58439 -1.75594 0.52126
21 H 3.42595 -1.59804 1.06127
22 H 3.48350 -2.23775 -0.43220
23 O 3.03603 -1.68263 0.19465

Cartesian forces, eV/Å:
0.4 0.9 -0.2
-1.3 0.6 0.9
1.1 -0.2 -0.7
0.5 2.1 0.0
0.2 -0.1 1.3
-0.7 0.2 -0.5
0.2 -0.3 -0.1
-0.3 -0.6 0.0
0.0 -0.1 0.2
0.1 -0.2 0.4
0.3 0.2 -0.2
0.0 -1.8 -0.5
-0.5 0.3 0.1
0.2 -0.4 -0.3
0.1 0.1 -0.5
0.0 -0.7 0.1
-0.1 0.3 0.0
0.4 -0.4 0.3
0.0 -0.4 -0.2
-0.6 0.7 -0.2
0.7 -0.5 -0.1
0.8 -0.4 0.3
-1.3 0.8 -0.2

These are the Mulliken partial charges, in e, on atoms 1 to 2: -1.156, -0.415

=====

Record 2
The following is a quantum chemistry calculation of a cluster of 4 separate species, C4H15N2O4S in total in a non-equilibrium geometry, from OMol25.

Computed properties:
charge: -1
Kohn-Sham gap: 6.549 eV
spin multiplicity: 1
relative energy (zero: lowest compared OMol25 entry of this formula, charge and spin): 67.6 kJ/mol

Geometry (Å):
1 C 1.10899 -2.16014 1.60646
2 N 0.18434 -1.02536 1.69002
3 C 0.67108 0.14106 0.87278
4 C 1.30976 1.23682 1.71696
5 S 2.70721 2.07444 0.87650
6 C -0.60204 0.47850 0.14092
7 N -1.49022 1.36278 0.69559
8 O -0.91283 -0.10038 -0.89611
9 H 0.71781 -2.96015 2.23998
10 H 0.93577 -2.54726 0.59528
11 H 2.16029 -1.93434 1.78367
12 H 0.08147 -0.67138 2.63811
13 H 1.40280 -0.17404 0.13329
14 H 1.66262 0.88908 2.69160
15 H 0.53421 1.99397 1.89940
16 H -1.49330 1.49832 1.69513
17 H -2.42469 1.21760 0.32849
18 H 1.61631 2.12888 -1.61561
19 H 1.04525 0.73221 -2.06719
20 O 0.84505 1.66443 -1.96794
21 H -1.71039 -2.04034 -1.13566
22 H -1.77770 -1.74759 -2.60471
23 O -2.05757 -2.40930 -1.95496
24 H -0.94617 1.08190 -3.54567
25 H -1.81503 0.70018 -2.42589
26 O -1.75300 0.57013 -3.39043

Cartesian forces, eV/Å:
-1.4 -0.2 -0.5
0.6 0.4 0.0
-0.3 -0.5 0.8
0.0 1.1 -0.4
0.0 0.0 -0.1
-0.3 0.0 -0.5
-0.5 -0.3 0.1
0.1 0.1 0.4
0.4 0.1 0.3
0.6 0.0 0.0
0.1 0.0 0.1
0.2 -0.3 -0.1
-0.1 -0.3 0.0
-0.2 -0.4 -0.1
0.2 0.0 0.3
0.4 0.1 -0.1
0.2 0.2 0.0
0.2 -0.4 0.5
0.3 0.0 0.3
-0.5 0.6 -0.8
0.0 0.1 0.0
-0.1 0.0 0.1
0.0 -0.2 -0.2
0.0 -0.1 -0.2
0.0 -0.5 -0.2
0.1 0.5 0.2

These are the Mulliken partial charges, in e, on atoms 1 to 2: -0.962, -0.356

=====

Record 3
The following is a quantum chemistry calculation of a cluster of 2 separate species, C4H15N2S in total, from OMol25.

Computed properties:
charge: +1
Kohn-Sham gap: 9.879 eV
spin multiplicity: 1
relative energy (zero: lowest compared OMol25 entry of this formula, charge and spin): 78.6 kJ/mol

Geometry (Å):
1 C 1.44055 -0.46355 -1.94473
2 N 2.59336 -0.86686 -2.74299
3 C 1.99382 0.24233 -0.71183
4 N 0.83156 0.69393 0.15792
5 H 0.81407 -1.31133 -1.63519
6 H 0.80802 0.21212 -2.52393
7 H 3.19479 -1.46514 -2.19374
8 H 2.30971 -1.44302 -3.52105
9 H 2.52890 1.14417 -0.99994
10 H 2.62387 -0.37721 -0.07968
11 H 1.12796 1.36155 0.87179
12 H 0.14761 1.16560 -0.43620
13 H 0.32069 -0.09701 0.59532
14 C -2.07467 1.07981 2.01240
15 C -2.47365 -0.40772 1.95460
16 S -1.70117 -1.36115 0.59541
17 H -2.09260 1.56751 1.03513
18 H -1.11458 1.23917 2.50107
19 H -2.86049 1.58683 2.57407
20 H -2.20333 -0.88664 2.89408
21 H -3.55937 -0.45044 1.92192
22 H -2.65506 -1.16295 -0.32445

Cartesian forces, eV/Å:
0.5 -0.6 0.2
-0.2 0.1 0.1
-0.7 0.4 0.0
0.3 0.0 -0.2
-0.1 0.1 0.1
0.1 0.1 0.0
0.2 -0.1 0.1
-0.1 0.1 -0.3
0.1 -0.1 0.0
0.1 -0.1 -0.1
0.0 -0.1 0.0
-0.1 0.0 0.1
0.0 0.2 -0.3
-0.6 -0.3 -0.1
0.1 0.7 0.2
-0.3 -0.1 0.5
0.1 -0.2 -0.1
0.0 0.0 0.0
0.3 0.2 0.3
0.2 -0.2 -0.1
0.0 -0.4 -0.4
0.1 0.1 -0.1

These are the Mulliken partial charges, in e, on atoms 1 to 2: -0.450, -0.594

=====

What is the formula in the third record? C4H15N2S

=====

The lowest relative energy (zero: lowest compared OMol25 entry of this formula, charge and spin) belongs to which entry? C4H15N2O4S

=====

Look up the spin multiplicity of the first one. 2